No. 1
The following is a quantum chemistry calculation of C40H57AgN4O5S2Sb2 as an isolated structure, from the OMol25 dataset.

Molar mass, u: 1089.441
Net charge: -2
Energy above the lowest of the compared OMol25 structures with the same formula, charge and spin, eV: 1.251
HOMO, eV: -0.09
Kohn-Sham gap, eV: 3.6
Calculated total energy, eV: -97344.65840

Each line ends with the Mulliken charge.
Cartesian coordinates (Å):
Sb -1.4355 2.7372 2.4694  0.936
Sb 0.6002 -0.0348 3.0976  -0.573
Ag -0.0492 -0.5659 -0.6794  2.160
S -1.6466 -0.3659 -3.3294  1.187
S 1.6565 -2.0115 -3.6127  0.859
O -3.8010 4.8775 -3.2857  -0.423
O 1.0459 2.0445 -3.8182  -0.807
O 1.7930 -2.5247 -2.2265  -0.758
O -2.9724 0.2122 -3.2467  -0.730
O -1.4602 -1.6655 -2.7451  -0.731
N -3.0087 2.8491 -1.5399  0.493
N -0.4992 0.6466 -2.8359  0.218
N 0.7310 -1.0787 1.2870  -0.644
N -2.2987 0.9952 -0.0487  -0.606
C 2.7419 -4.8129 0.9133  -1.574
C -2.4790 4.8500 -2.7586  -0.894
C -1.8769 1.5118 7.7775  -0.509
C 0.3601 0.7878 -6.4502  -0.621
C 4.1355 -2.5705 -4.6400  -0.624
C 2.7416 -2.3856 0.8255  0.372
C 0.6541 -3.5777 1.1873  0.432
C 4.2632 -0.5316 1.7989  -1.462
C 1.3209 -2.3074 1.1172  1.522
C -0.8561 -3.8428 1.3025  0.472
C 0.1663 3.2183 1.1048  -1.139
C -0.7143 1.0968 7.1549  -0.825
C -2.0771 3.2533 6.1622  -0.513
C -1.1936 -4.5199 2.6400  -1.641
C -0.9203 2.8457 5.5121  0.704
C 3.3970 -3.5998 0.7517  -0.474
C -4.3655 2.8501 -2.0728  -0.518
C 1.7393 -1.5234 4.1772  -1.661
C -0.1451 0.0703 -7.5265  -0.581
C 0.9855 1.2119 5.3478  -2.020
C -1.8661 -2.7304 1.0599  -1.302
C -1.1747 -0.8589 -7.3490  -0.486
C 3.6656 -1.1875 0.5528  0.377
C -0.5116 3.5670 4.2694  -1.723
C 3.1591 -0.0849 -0.3777  -0.878
C -1.1960 -0.3881 -5.0376  0.292
C -2.5771 2.6088 7.2894  -0.664
C -4.7269 4.2929 -2.3863  -0.646
C -2.0334 3.4301 -2.4651  -0.166
C -2.4823 4.5986 1.9691  -1.240
C 3.3204 -3.8555 -4.4470  -0.496
C -2.6242 1.8393 -0.7697  0.011
C 3.2883 -1.3909 -4.1209  -0.615
C -1.2572 -0.8489 3.8657  -1.001
C 0.1955 1.1668 -3.8722  -0.860
C -1.7274 -1.0990 -6.0941  -1.028
C -0.1852 0.5360 -5.2002  0.816
C 1.3774 -4.7617 1.1024  -0.376
C 1.8737 -3.4448 -4.6895  -1.056
C -0.1840 1.7306 6.0075  1.372
H -5.0418 2.4336 -1.3267  0.503
H 1.1512 1.5170 -6.5606  0.521
H 2.6841 -1.1088 4.5258  0.382
H 4.3404 -2.4209 -5.7035  0.264
H 0.5663 3.5448 4.1033  0.410
H 1.9354 -2.4080 3.5716  0.426
H -0.8333 4.6117 4.3145  0.760
H -1.0652 -4.5875 0.5197  0.344
H -3.2886 4.7666 2.6854  0.356
H -1.7858 5.4390 2.0026  0.487
H 3.2697 -5.7574 0.8489  0.257
H 1.5470 0.5274 5.9877  0.455
H -1.8235 -2.3458 0.0426  0.067
H 5.0448 0.1750 1.5006  0.528
H -2.5268 -1.8133 -5.9503  0.505
H 4.7020 -1.2690 2.4771  0.267
H -2.2001 -4.9496 2.6089  0.422
H -2.9114 4.5313 0.9665  0.018
H -0.0249 4.1766 0.6174  0.478
H 1.6424 1.9856 4.9466  0.350
H -4.4100 2.2319 -2.9764  0.221
H 1.1231 -4.1784 -4.3990  0.451
H -1.8366 5.3038 -3.5127  0.366
H -0.4885 -5.3140 2.8879  0.413
H 1.6946 -3.1196 -5.7184  0.338
H -1.4323 -0.4379 4.8621  0.466
H 3.9705 0.6212 -0.5863  0.659
H 1.0961 3.2644 1.6705  0.541
H 0.2663 2.4319 0.3563  -0.120
H 4.4671 -3.5972 0.5516  0.319
H -5.7045 4.3473 -2.8678  0.348
H 2.7986 -0.5037 -1.3150  -0.500
H -3.4901 2.9515 7.7629  0.358
H 1.1241 -1.7868 5.0385  0.586
H -2.6162 4.1070 5.7566  0.277
H -1.1492 -1.9323 3.9331  -0.044
H -1.1759 -3.7919 3.4549  0.290
H -2.1023 -0.6059 3.2244  0.320
H 3.6474 -4.6624 -5.1057  0.427
H -1.7330 -1.8900 1.7276  0.001
H -4.7537 4.8756 -1.4547  0.325
H -0.1733 0.2419 7.5501  0.262
H -1.0413 3.3997 -2.0172  0.535
H -2.4362 5.4514 -1.8402  0.363
H 2.3384 0.4513 0.0905  -0.173
H -2.8718 -3.1479 1.1932  0.476
H 0.2609 0.2313 -8.5176  0.402
H 3.6890 -0.9098 -3.2297  0.289
H -2.2316 0.9795 8.6551  0.348
H -1.5533 -1.4011 -8.2075  0.402
H 3.4037 -4.2000 -3.4144  0.201
H 5.0959 -2.6238 -4.1276  0.333
H 3.1267 -0.6199 -4.8728  0.390
H 0.8257 -5.6987 1.1583  0.369
H 3.5155 0.0352 2.3480  0.021
H 4.5172 -1.6544 0.0354  0.549
H -2.0094 2.8435 -3.3896  0.033



No. 2
The following is a quantum chemistry calculation of an isolated molecule of C4H9NOS, from the OMol25 dataset.

Molar mass, u: 119.189
Energy above the lowest of the compared OMol25 structures with the same formula, charge and spin, eV: 0.905
SMILES: C[C@H](CS)NC=O
HOMO, eV: -9.29
Kohn-Sham gap, eV: 10.0
Calculated total energy, eV: -18666.62183

Each line ends with the Mulliken charge.
Cartesian coordinates (Å):
S -1.8815 1.2138 0.9856  -0.298
O 1.5469 -0.5817 -2.4172  -0.545
N -0.3002 -0.0667 -1.2056  -0.173
C 0.3935 -1.2598 0.8210  -1.250
C -0.0844 1.1842 0.9497  -0.661
C 0.3496 -0.4471 -2.3546  -0.003
C 0.4469 0.0756 0.0321  0.123
H -2.2064 1.8828 2.0795  0.130
H 0.4944 1.0555 1.8720  0.404
H -0.4154 -0.5842 -3.1361  0.332
H -0.6508 -1.5655 0.8669  0.304
H -1.2835 -0.2242 -1.1475  0.223
H 1.4849 0.3493 -0.1147  0.272
H 0.9174 -2.0740 0.3151  0.357
H 0.2788 2.1854 0.6844  0.406
H 0.9099 -1.1436 1.7693  0.378



No. 3
The following is a quantum chemistry calculation of an isolated molecule of CH2N4S, from the OMol25 dataset.

Molar mass, u: 102.122
Energy above the lowest of the compared OMol25 structures with the same formula, charge and spin, eV: 0.128
SMILES: Sc1nn[nH]n1
HOMO, eV: -9.44
Kohn-Sham gap, eV: 10.3
Calculated total energy, eV: -17863.67745

Each line ends with the Mulliken charge.
Cartesian coordinates (Å):
S 2.3235 -0.1274 -0.0036  -0.238
N -1.3980 0.7282 -0.0053  -0.415
N -0.1530 1.0921 -0.0035  -0.224
N -0.1919 -1.1344 -0.0055  -0.589
N -1.3912 -0.5781 -0.0059  0.373
C 0.5710 -0.0521 -0.0097  0.670
H 2.4868 1.1962 0.0087  0.165
H -2.2472 -1.1246 0.0249  0.258



No. 4
The following is a quantum chemistry calculation of C46H64Br2IO2P2SiTa as an isolated structure, from the OMol25 dataset.

Molar mass, u: 1206.710
Net charge: +2
Energy above the lowest of the compared OMol25 structures with the same formula, charge and spin, eV: 0.061
HOMO, eV: -13.48
Kohn-Sham gap, eV: 6.0
Calculated total energy, eV: -229011.75389

Each line ends with the Mulliken charge.
Cartesian coordinates (Å):
Ta -0.9884 0.7644 -0.5648  0.903
I -5.0882 1.1510 0.0264  -0.041
Br -2.4478 -1.3812 -5.5994  -0.012
Br -0.5393 -0.0827 -3.1419  0.294
P -0.9887 -1.9987 0.1571  0.473
P 1.3263 1.8035 0.2017  1.059
Si -1.2886 0.5445 2.1339  0.796
O -1.6319 2.2809 -1.8156  -1.019
O -2.0389 2.8018 0.2645  -0.750
C 0.7792 -3.6001 1.8522  -0.293
C -1.7968 -2.1847 1.8486  0.991
C -3.1462 0.1275 -0.4453  -1.505
C -0.6502 -1.2029 -4.7931  -0.724
C -4.8922 5.7059 -1.4135  -0.596
C -2.4836 -2.5467 4.5248  -0.746
C -3.0246 4.2184 -2.9576  -0.334
C 4.8603 -0.1026 1.5931  -1.140
C 2.2027 2.8996 2.5819  0.388
C -1.5633 -1.5838 4.1835  -0.973
C -3.2139 -3.2216 3.5263  -0.891
C -2.2214 3.0648 -0.9834  0.784
C 3.3324 0.0639 1.4308  0.696
C 2.2167 3.0707 3.9743  -1.234
C 2.4155 6.0606 -1.5782  -0.794
C -1.3918 -1.2469 2.8244  0.407
C 0.7708 4.5013 -0.4592  -0.698
C -1.6483 -4.8427 -0.2559  -0.145
C 1.0952 5.9556 -0.8184  -1.178
C -2.4313 -4.6538 -2.9074  -1.153
C 3.0281 0.8878 0.1374  0.012
C 0.1675 1.5915 2.7973  0.905
C -2.7712 -5.8008 -0.6158  -1.182
C 3.4134 0.1494 -1.1987  0.065
C 4.7224 -0.6221 -0.9915  -0.598
C 1.3952 2.3032 4.7592  -0.706
C 1.2312 -3.3414 -0.7071  0.503
C 5.5218 -0.0371 0.1891  -0.742
C 2.3229 -5.1437 0.7660  -0.678
C -3.9118 5.1232 -3.5687  -0.605
C 0.6841 -2.7193 0.6029  1.845
C -2.7013 1.4341 3.0366  -1.346
C 1.9154 3.5460 -0.4123  0.313
C 1.2203 2.1591 2.0111  -0.660
C 0.2839 1.6770 4.2126  -0.640
C 2.2654 -4.4073 -0.5688  -1.135
C -3.9851 4.8922 -0.7960  -0.543
C 2.7164 3.5117 -1.7033  -0.704
C -3.0250 4.1374 -1.5562  0.579
C -1.9323 -3.3882 -0.6837  -0.860
C 2.6208 4.8296 -2.4447  -0.866
C -2.7827 -3.1397 2.2040  -0.758
C -3.4279 -5.4071 -1.9925  -0.728
C 2.1384 -4.2817 1.9414  -0.727
C -1.8773 -3.3708 -2.2780  0.190
C -4.9275 5.7756 -2.8646  -0.451
H -0.9728 -1.0701 4.9184  0.559
H -2.3870 -2.4591 -2.6675  0.159
H 2.5133 7.0020 -2.1132  0.485
H 2.2180 -4.8565 2.8926  0.387
H -2.3872 -6.8289 -0.6234  0.475
H 0.0768 4.1175 -1.2825  -0.272
H -5.7204 6.3287 -3.3689  0.420
H -4.0955 -3.8138 3.7350  0.481
H 3.1703 6.1298 -0.7973  0.347
H 0.2382 6.3776 -1.3869  0.369
H -1.4327 -4.9990 0.8372  0.094
H -0.7513 -5.1867 -0.8231  0.414
H 2.9411 0.5455 2.3133  0.050
H 1.3276 -1.8918 0.8155  -0.502
H -2.5721 -2.8133 5.5764  0.440
H -1.6284 -5.3398 -3.2753  0.442
H -0.0060 -0.7446 -5.5402  0.504
H -4.3793 -4.8073 -1.8282  0.289
H -0.8335 -3.1930 -2.6208  -0.069
H 2.2271 -5.0659 -1.4571  0.367
H 3.3332 -3.9614 -0.7366  0.212
H -3.7051 0.9995 2.8036  0.381
H 2.5581 -0.5132 -1.4583  -0.447
H -2.9761 -4.4196 -3.8218  0.420
H 3.5104 0.9061 -1.9818  0.524
H 1.1318 6.6340 0.0437  0.320
H -3.5041 -5.8390 0.1798  0.348
H 2.6098 3.8792 0.3516  0.524
H 1.4160 2.1935 5.8733  0.404
H 2.9395 -3.5566 2.0330  0.199
H 5.7358 1.0112 0.0316  0.255
H 3.7883 1.6936 0.1897  0.711
H -3.4878 -0.3760 -1.4297  0.784
H 3.0433 3.2720 1.9882  0.492
H -0.3076 -2.1930 -4.5519  0.353
H 1.8311 4.8403 -3.1822  0.373
H 1.5732 -2.5019 -1.3447  -0.466
H 0.4929 -3.0677 2.8117  -0.083
H -3.9588 4.8072 0.3094  0.314
H -2.9872 -3.1491 -0.4305  1.311
H -2.6939 2.5394 2.7720  0.159
H 5.3387 -0.5833 -1.9057  0.486
H -2.6707 1.3331 4.1334  0.482
H 6.5293 -0.4326 0.1959  0.577
H 0.1906 4.4950 0.4351  0.611
H 4.5102 -1.6545 -0.8184  -0.029
H 1.5713 -5.9559 0.7826  0.294
H 3.5312 5.1042 -2.9655  0.473
H -5.6542 6.2233 -0.8897  0.476
H 2.9415 3.7093 4.4723  0.456
H -3.2214 -0.5661 0.4150  0.381
H 2.3301 2.7577 -2.3861  0.105
H -0.5259 1.3930 4.8849  0.320
H 3.8030 3.2587 -1.5102  0.239
H -3.8085 -6.3305 -2.4899  0.468
H -3.3395 -3.7141 1.4595  0.241
H -3.8067 5.2281 -4.6665  0.373
H 5.3370 0.6166 2.2568  0.303
H -2.4560 3.5281 -3.5606  0.472
H 5.1169 -1.0530 1.9704  0.466
H 3.2838 -5.6930 0.7065  0.441
H 0.3575 -3.7499 -1.2301  -0.587
H -0.0336 -4.3315 1.8259  0.058
H 2.9575 -0.9368 1.4648  -0.680



What is the HOMO in the second record? -9.29 eV



The lowest energy above the lowest of the compared OMol25 structures with the same formula, charge and spin belongs to which entry? C46H64Br2IO2P2SiTa



The lowest calculated total energy belongs to which entry? C46H64Br2IO2P2SiTa



What is the HOMO in the first record? -0.09 eV